# 1
57
Properties=species:S:1:pos:R:3:forces:R:3 method="wB97M-V/def2-TZVPD" homo_ev=-8.45 lumo_energy_ev=-0.255 de_lowest_kcal_mol=16.4 total_charge=0
O 2.311215 2.929567 -1.844792 0.10 -0.08 -0.30
C 2.008272 2.624679 -0.707054 -0.03 0.18 0.24
N 2.535242 3.205209 0.389959 -0.14 -0.07 0.09
C 3.655567 4.110733 0.335554 0.24 0.11 -0.08
C 4.994770 3.398564 0.599701 -0.20 -0.12 0.10
C 4.863655 2.234171 1.591167 0.09 0.10 -0.17
N 3.975403 2.537094 2.704389 0.11 -0.08 0.14
C 3.558847 1.340643 3.421654 -0.24 0.07 0.28
C 2.538726 1.733236 4.491877 0.06 -0.36 -0.22
O 3.075000 2.667181 5.395825 0.06 -0.01 0.14
C 3.513251 3.818992 4.715369 0.28 0.21 -0.15
C 4.556399 3.476629 3.651536 -0.29 0.10 0.22
C 0.990448 1.558712 -0.420405 -0.25 -0.38 -0.22
C 0.246460 1.508108 0.762552 0.03 -0.01 0.00
C -0.664372 0.493747 0.960553 0.00 -0.13 -0.10
C -0.851447 -0.488442 -0.011071 0.25 0.23 -0.17
C -1.819055 -1.569083 0.206091 0.05 0.12 0.26
O -2.478191 -1.687046 1.216604 0.00 0.12 0.02
N -1.939034 -2.480574 -0.840524 0.10 0.05 0.01
C -2.922968 -3.547622 -0.700691 -0.31 -0.36 0.23
C -4.136645 -3.292331 -1.557279 -0.04 -0.02 0.01
C -4.609441 -4.265958 -2.424781 -0.05 0.03 0.12
C -5.722713 -4.020773 -3.209012 -0.05 -0.08 -0.01
C -6.368512 -2.798702 -3.136960 -0.07 0.03 -0.06
C -5.900709 -1.822963 -2.273130 -0.05 0.09 -0.01
C -4.791119 -2.069013 -1.485146 0.05 -0.09 0.03
C -1.217168 -2.425870 -2.000695 0.39 -0.11 -0.55
S -1.347798 -3.537045 -3.206253 0.06 -0.25 -0.33
N -0.332212 -1.400772 -2.144291 -0.04 0.02 -0.01
C -0.120441 -0.428494 -1.203266 -0.16 0.30 0.70
C 0.797018 0.599598 -1.400872 0.04 0.11 0.07
H 2.397697 2.799580 1.305778 -0.06 -0.02 -0.10
H 3.665286 4.569183 -0.654958 -0.02 0.05 0.17
H 3.490263 4.886136 1.087803 0.02 0.00 -0.09
H 5.715399 4.132903 0.960150 0.07 0.03 -0.05
H 5.380263 2.988366 -0.334338 0.08 0.04 -0.01
H 5.867953 1.941553 1.940312 -0.09 -0.08 -0.01
H 4.436323 1.375353 1.065345 0.05 0.02 0.05
H 3.097817 0.640760 2.719469 0.02 -0.01 0.01
H 4.415087 0.841106 3.906000 -0.04 -0.01 -0.05
H 2.247274 0.863535 5.082431 -0.03 0.03 -0.08
H 1.645615 2.156183 4.004675 0.04 -0.06 0.02
H 3.936893 4.479895 5.472854 -0.03 0.02 -0.09
H 2.656693 4.316663 4.234250 0.08 0.00 0.04
H 4.849476 4.385661 3.126128 0.05 0.05 0.02
H 5.447390 3.047438 4.141805 -0.01 0.04 -0.06
H 0.357963 2.275619 1.512403 0.01 0.09 0.08
H -1.253475 0.432441 1.862802 -0.06 0.00 0.07
H -2.452927 -4.493569 -0.979558 -0.05 0.15 0.07
H -3.202600 -3.569260 0.356597 0.11 -0.01 -0.22
H -4.098747 -5.214904 -2.493178 0.10 -0.07 -0.02
H -6.081933 -4.784213 -3.882999 -0.03 -0.06 -0.06
H -7.234105 -2.605617 -3.753303 -0.07 0.01 -0.05
H -6.401740 -0.867980 -2.211146 -0.05 0.07 0.00
H -4.434004 -1.309017 -0.804385 0.03 0.08 0.07
H 0.182825 -1.379470 -3.015253 -0.17 -0.13 0.14
H 1.363237 0.667564 -2.317746 0.07 0.04 -0.10


# 2
58
Properties=species:S:1:pos:R:3:forces:R:3 method="wB97M-V/def2-TZVPD" homo_ev=-12.68 lumo_energy_ev=-6.565 de_lowest_kcal_mol=10.9 total_charge=+2
Sn 0.993241 -0.160590 -0.774827 -0.49 0.05 -0.37
C -4.574702 0.104899 0.288928 0.01 -0.01 -0.01
C -3.609087 1.039438 0.632660 -0.03 0.01 0.03
C -2.397377 1.085505 -0.047218 -0.17 -0.09 0.05
C -2.156115 0.187295 -1.078981 -0.21 -0.05 0.11
C -3.129181 -0.751028 -1.431360 -0.01 0.12 0.13
C -4.332991 -0.789447 -0.748239 -0.07 0.02 0.06
N -0.921501 0.179743 -1.756954 0.85 -0.18 0.14
C -0.831894 0.695139 -3.010525 0.32 -0.09 -0.10
C -1.872379 1.375458 -3.672787 0.15 0.02 -0.19
C -1.682879 1.803250 -4.967500 -0.15 -0.03 0.24
C -0.481309 1.591187 -5.664134 0.41 -0.17 0.01
C 0.554605 0.934552 -5.047145 -0.24 0.27 -0.38
C 0.396334 0.504678 -3.723571 -0.19 -0.01 0.20
N 1.340729 -0.203408 -3.028188 -0.76 0.55 0.20
N 2.361942 -0.681262 -3.557095 0.09 0.12 -0.63
C 3.049146 -1.526079 -2.689201 0.67 -0.18 -0.36
C 4.251155 -2.076056 -3.123941 -0.15 0.02 0.12
C 4.878232 -2.990806 -2.302438 0.04 0.03 -0.10
C 4.293759 -3.322723 -1.087383 -0.17 0.00 0.17
C 3.110278 -2.705060 -0.730527 0.24 -0.25 0.24
N 2.498681 -1.822228 -1.518178 -0.23 -0.12 0.39
H -5.520186 0.084019 0.811831 -0.03 0.00 0.01
H -3.812921 1.757659 1.417422 -0.01 0.01 0.01
H -1.654110 1.835465 0.196674 0.04 0.02 -0.04
H -2.948771 -1.423438 -2.261007 0.05 -0.02 -0.05
H -5.088415 -1.509394 -1.033258 -0.02 0.00 0.01
H -2.810581 1.545992 -3.165995 -0.02 0.01 0.01
H -2.487163 2.323953 -5.470419 -0.03 0.00 0.02
H -0.387149 1.953365 -6.677357 0.07 -0.03 -0.01
H 1.498339 0.749191 -5.539103 0.00 0.02 -0.08
H 4.644386 -1.787517 -4.086196 0.01 0.02 -0.05
H 5.806816 -3.450655 -2.606995 0.05 -0.02 -0.01
H 4.742317 -4.052828 -0.431717 0.01 -0.03 0.04
H 2.620227 -2.926920 0.211014 0.07 -0.02 0.00
O -0.248588 -2.056575 -0.144645 0.00 -0.03 -0.04
H -1.058729 -2.166484 -0.662834 -0.13 0.05 0.00
H -0.257736 -2.704120 0.566615 0.05 -0.10 0.04
C 3.107239 2.047068 2.030466 0.94 -0.38 -0.27
C 2.624192 0.721029 2.439596 -2.12 0.29 1.07
O 2.894837 -0.346539 2.779941 1.29 -0.31 -0.47
H 3.989573 2.276067 2.638458 -0.10 0.01 -0.11
H 2.327932 2.780313 2.159153 -0.05 0.13 -0.05
H 3.425238 1.984724 0.988798 0.03 0.12 -0.03
O 1.016910 1.008774 2.661321 0.55 1.19 -0.99
S 0.344689 0.212675 3.794246 -0.69 -1.07 1.27
C 0.138958 1.306875 5.210798 0.09 0.15 -0.13
C -1.080391 0.695402 5.886827 0.04 -0.13 0.08
C -2.120858 0.369187 4.794362 -0.12 -0.02 0.04
C -1.423584 0.293853 3.429077 0.17 0.19 -0.23
H -0.049995 2.307472 4.814351 0.02 -0.01 0.01
H 1.040652 1.304484 5.820397 -0.01 -0.03 -0.03
H -1.472677 1.382643 6.632695 0.00 0.00 0.01
H -0.788256 -0.214843 6.414127 -0.01 0.04 0.00
H -2.884137 1.143485 4.748211 -0.01 -0.01 -0.02
H -2.624153 -0.568414 5.017248 -0.01 0.02 0.01
H -1.535620 1.206657 2.841081 -0.04 -0.04 0.00
H -1.706971 -0.555080 2.813423 0.01 -0.03 0.00


# 3
59
Properties=species:S:1:pos:R:3:forces:R:3 method="wB97M-V/def2-TZVPD" homo_ev=-8.25 lumo_energy_ev=0.159 de_lowest_kcal_mol=42.7 total_charge=0
C 3.454496 3.932006 -0.052807 -0.34 -0.04 0.14
C 2.434732 4.130182 1.058800 0.44 0.38 -0.08
O 1.225028 3.410630 0.792954 -0.14 -0.18 0.36
C 0.408677 3.937243 -0.111963 -0.34 -0.07 -0.22
O 0.566134 4.996947 -0.651936 0.01 0.09 -0.01
C -0.807551 3.048174 -0.349912 -0.11 0.67 0.21
N -0.411665 1.738200 -0.784797 -0.47 -1.41 -0.36
N 0.858299 1.380556 -1.003933 0.54 1.07 0.06
N 0.861337 0.160074 -1.336455 0.80 -0.38 -0.23
N -0.367693 -0.336642 -1.359968 -0.85 -0.30 -0.10
C -1.179122 0.637112 -1.008212 0.52 0.71 0.00
C -2.668779 0.606862 -0.893586 -0.40 0.11 -0.14
N -3.252060 -0.617701 -0.391808 -0.14 0.02 0.01
C -2.957967 -1.795730 -1.200949 0.09 -0.13 0.07
C -3.413373 -1.598925 -2.605894 -0.30 -0.09 -0.08
C -2.646734 -1.430722 -3.716531 -0.01 -0.10 0.24
C -3.408011 -1.245532 -4.893391 -0.17 0.04 -0.18
C -4.743151 -1.270993 -4.657240 -0.20 -0.06 0.29
S -5.102100 -1.523525 -2.993304 0.52 0.09 -0.22
C -3.062655 -0.817302 1.039503 -0.04 0.12 0.11
C -1.613788 -0.908635 1.436835 -0.08 -0.46 0.10
C -0.891852 -2.050013 1.356883 -0.27 0.44 0.20
C 0.520421 -2.066543 1.552032 0.39 0.29 0.09
C 1.284480 -3.234653 1.437971 0.17 0.20 0.04
C 2.652959 -3.197779 1.572519 -0.13 -0.10 -0.01
C 3.489036 -4.434542 1.449655 0.03 0.03 -0.02
C 3.273371 -1.966101 1.814359 -0.30 0.08 -0.01
C 2.562703 -0.792251 1.936430 0.04 -0.01 0.02
C 3.249968 0.519463 2.167436 -0.07 -0.13 -0.01
C 1.164207 -0.845788 1.817871 0.06 -0.83 -0.11
N 0.394837 0.280385 1.954063 0.12 0.33 0.05
C -0.963645 0.342275 1.800364 0.28 -0.02 0.25
O -1.547847 1.412464 1.959318 -0.22 0.08 0.09
H 3.108829 4.413054 -0.963688 0.03 0.02 -0.07
H 3.595050 2.872675 -0.253828 0.06 -0.08 -0.01
H 4.402855 4.372047 0.241316 0.12 0.05 0.03
H 2.194728 5.192267 1.170727 0.04 -0.17 0.08
H 2.796263 3.731060 2.008510 -0.09 0.05 -0.09
H -1.351298 2.940098 0.600464 0.13 0.05 -0.25
H -1.445355 3.522267 -1.101625 0.21 -0.04 0.11
H -2.985003 1.419774 -0.234906 0.02 -0.02 -0.10
H -3.084102 0.789087 -1.892952 0.05 0.08 0.12
H -3.504140 -2.630580 -0.751060 0.09 -0.01 0.02
H -1.883576 -2.030824 -1.217123 -0.26 -0.12 -0.01
H -1.571718 -1.438603 -3.686963 0.22 -0.01 0.07
H -2.976208 -1.100416 -5.867469 0.03 0.03 -0.18
H -5.547594 -1.157767 -5.356460 -0.13 0.03 -0.20
H -3.599198 -1.726283 1.318615 0.02 0.02 0.03
H -3.516672 0.036667 1.550483 0.01 -0.18 0.03
H -1.379682 -2.983302 1.112000 -0.10 -0.11 -0.05
H 0.778676 -4.166542 1.232512 -0.05 -0.14 -0.03
H 4.101714 -4.569772 2.339890 0.06 -0.09 0.03
H 2.865400 -5.314526 1.317757 0.01 -0.10 -0.01
H 4.158236 -4.352091 0.594117 0.07 -0.08 -0.05
H 4.350227 -1.938325 1.902492 0.14 0.05 0.02
H 2.945752 0.957935 3.118767 0.01 0.12 0.07
H 3.000362 1.213342 1.365917 0.01 0.17 -0.06
H 4.327864 0.384484 2.183646 0.06 0.04 0.01
H 0.855900 1.165077 2.134554 -0.18 -0.04 -0.06


# 4
56
Properties=species:S:1:pos:R:3:forces:R:3 method="wB97M-V/def2-TZVPD" homo_ev=-8.37 lumo_energy_ev=0.675 total_charge=0
C -1.065150 -3.350717 0.624539 -0.07 0.13 -0.04
C -1.978751 -2.176016 0.258499 -0.31 -0.59 0.65
C -2.057748 -1.180268 1.414477 0.10 0.02 -0.23
C -3.386963 -2.680453 -0.068146 0.12 -0.03 -0.03
N -1.448247 -1.570958 -0.959946 0.73 0.98 -0.77
N -1.826041 -2.080836 -2.140913 -0.69 -0.77 0.38
N -1.188294 -1.488611 -3.053890 -0.07 -0.20 -0.93
N -0.366363 -0.582112 -2.546289 0.58 0.67 0.36
C -0.513124 -0.621059 -1.239655 -0.59 -0.40 0.05
C 0.221502 0.266319 -0.282563 0.16 0.18 0.35
C 1.324746 -0.504747 0.401819 0.02 -0.35 0.20
C 2.027790 -1.526440 -0.225461 -0.08 0.09 0.27
C 3.022886 -2.187756 0.476184 -0.09 0.06 0.06
C 3.273343 -1.804315 1.783833 0.12 -0.26 -0.23
N 2.602145 -0.842691 2.395510 0.04 0.19 0.55
C 1.658304 -0.215372 1.722306 -0.23 -0.07 -0.29
N 0.710629 1.505774 -0.880860 -0.20 -0.05 0.03
C -0.362709 2.286433 -1.499993 0.00 0.14 -0.21
C -1.566602 2.389621 -0.606564 -0.06 0.05 -0.05
C -1.467874 3.024204 0.627491 -0.02 -0.02 -0.06
C -2.560020 3.090872 1.472899 0.05 0.04 0.09
C -3.767831 2.527065 1.093512 -0.12 -0.05 0.00
C -3.877359 1.899750 -0.135656 -0.12 0.01 0.04
C -2.781377 1.829817 -0.980037 0.09 0.03 -0.04
C 1.847507 1.357153 -1.780123 0.13 -0.03 -0.12
C 3.130751 1.251089 -1.022303 0.56 0.01 -0.22
C 3.478298 1.856749 0.143345 -0.13 -0.01 -0.31
C 4.790174 1.540851 0.565093 0.22 -0.07 0.00
C 5.427461 0.709625 -0.294132 -0.03 -0.18 -0.34
S 4.434439 0.288830 -1.636241 -0.11 0.48 0.35
H -1.450008 -3.855726 1.505911 -0.05 -0.06 0.12
H -1.023312 -4.063350 -0.196428 -0.01 -0.07 -0.06
H -0.055711 -3.002592 0.837932 0.05 0.01 0.03
H -1.076390 -0.971109 1.832296 0.08 0.05 0.05
H -2.665310 -1.616337 2.203648 -0.02 -0.07 0.05
H -2.530770 -0.251465 1.100698 -0.04 0.11 0.00
H -3.806712 -3.180891 0.799804 0.02 -0.01 0.15
H -4.030522 -1.846307 -0.337921 -0.10 0.08 -0.04
H -3.358908 -3.376230 -0.901231 -0.08 -0.03 0.04
H -0.484535 0.591636 0.488317 0.11 -0.21 -0.12
H 1.811911 -1.796594 -1.249719 -0.05 -0.02 -0.11
H 3.590714 -2.978999 0.012694 0.08 -0.07 -0.02
H 4.039954 -2.287300 2.374608 0.09 -0.10 -0.02
H 1.137997 0.567393 2.260385 -0.15 0.14 -0.02
H 0.043587 3.288635 -1.672843 -0.03 -0.06 -0.07
H -0.657417 1.859731 -2.470569 0.01 0.14 0.12
H -0.522441 3.456863 0.919140 0.13 0.06 0.05
H -2.471956 3.584535 2.429513 0.01 0.05 0.08
H -4.621199 2.578411 1.753273 -0.07 0.01 0.06
H -4.817469 1.461803 -0.438573 -0.08 -0.03 -0.02
H -2.871572 1.337916 -1.938705 0.03 -0.06 -0.11
H 1.730894 0.501823 -2.458912 0.02 0.19 0.00
H 1.889720 2.257082 -2.403762 -0.08 -0.11 0.01
H 2.809486 2.496479 0.688914 -0.19 0.09 0.10
H 5.232928 1.918521 1.469088 0.11 0.04 0.16
H 6.421545 0.314287 -0.234318 0.23 -0.05 0.08


| no. | HOMO-LUMO gap (eV) |
| --- | --- |
| 1 | 8.1927 |
| 2 | 6.1170 |
| 3 | 8.4041 |
| 4 | 9.0469 |